Entry 1:
Here is a 2-piece molecular cluster, C2H8N2O2 overall in a non-equilibrium geometry from the Open Molecules 2025 dataset. Energies are from ωB97M-V/def2-TZVPD.

SMILES: NCNC=O.O
Gap between HOMO and LUMO (eV): 10.56
Net charge: 0
Relative energy (zero: lowest compared OMol25 entry of this formula, charge and spin) (eV): 1.2017
LUMO (eV): 0.765
HOMO energy (eV): -9.80

CARTESIAN COORDINATES (ANGSTROEM)
O 2.552 -1.211 0.005
C 1.490 -1.231 -0.539
N 0.308 -0.848 0.039
C 0.248 0.033 1.179
N -0.047 1.403 0.735
H 1.366 -1.272 -1.652
H -0.529 -1.185 -0.429
H 1.302 -0.028 1.573
H -0.581 -0.304 1.903
H -0.098 2.012 1.570
H 0.669 1.778 0.185
H -1.700 0.745 -1.195
H -2.931 0.013 -1.542
O -2.050 0.093 -1.833

---

Entry 2:
Here is a 2-piece molecular cluster, C6H17N2 overall in a non-equilibrium geometry from the Open Molecules 2025 dataset. Energies are from ωB97M-V/def2-TZVPD.

Gap between HOMO and LUMO (eV): 8.68
Net charge: +1
Relative energy (zero: lowest compared OMol25 entry of this formula, charge and spin) (eV): 5.0211
LUMO (eV): -3.984
HOMO energy (eV): -12.66

CARTESIAN COORDINATES (ANGSTROEM)
C -2.168 0.948 -0.034
C -1.575 -1.234 0.907
C 2.086 -0.354 1.527
C 1.015 -1.048 -1.185
C 0.620 1.334 -1.328
C -1.587 -0.368 -0.267
N 0.863 0.231 0.885
N 0.563 0.167 -0.454
H -1.555 1.912 -0.106
H -2.998 1.228 -0.763
H -2.558 1.050 0.961
H -0.655 -1.080 1.518
H -1.472 -2.351 0.673
H -2.217 -0.853 1.573
H 2.288 -1.099 0.890
H 2.841 0.360 1.416
H 1.931 -0.583 2.540
H 2.034 -0.935 -1.172
H 0.736 -2.044 -0.908
H 0.598 -0.831 -2.134
H 0.049 1.269 -2.172
H 0.333 2.123 -0.706
H 1.702 1.603 -1.591
H -1.614 -0.604 -1.338
H 0.740 1.157 1.268

---

Entry 3:
Here is C26H37BeBrN4O7P as an isolated structure in a non-equilibrium geometry from the Open Molecules 2025 dataset. Energies are from ωB97M-V/def2-TZVPD.

Gap between HOMO and LUMO (eV): 1.89
Net charge: +1
LUMO (eV): -8.214
HOMO energy (eV): -10.11

CARTESIAN COORDINATES (ANGSTROEM)
C -3.525 -1.232 -0.883
C -3.388 0.213 -0.436
C -2.191 0.934 -0.950
N -4.174 0.814 0.368
C -5.606 0.693 0.341
C -6.288 -0.587 0.916
N -6.936 -1.201 -0.286
C -6.610 -0.443 -1.329
N -6.541 -0.839 -2.577
N -6.297 0.900 -0.975
H -3.620 -1.907 -0.033
H -2.633 -1.531 -1.431
H -4.365 -1.423 -1.543
H -2.395 1.196 -1.990
H -1.320 0.281 -0.977
H -1.979 1.815 -0.356
H -5.943 1.537 0.939
H -5.511 -1.268 1.246
H -6.984 -0.322 1.702
H -6.618 -2.185 -0.427
H -6.304 -1.788 -2.825
H -6.735 -0.177 -3.311
H -7.200 1.258 -0.657
O 0.387 -2.444 -1.122
P 1.767 -2.920 -0.915
O 1.886 -4.420 -1.394
C 1.671 -4.778 -2.780
C 2.853 -4.418 -3.652
O 1.821 -3.130 0.735
C 0.881 -2.524 1.556
C -0.127 -3.549 2.035
O 3.262 -2.504 -1.051
C 3.968 -1.480 -0.279
C 4.980 -2.167 0.602
H 0.754 -4.304 -3.140
H 1.509 -5.853 -2.780
H 2.978 -3.336 -3.729
H 2.711 -4.814 -4.656
H 3.773 -4.826 -3.236
H 0.386 -1.688 1.062
H 1.363 -2.133 2.498
H -0.552 -4.034 1.088
H -0.908 -3.042 2.657
H 0.344 -4.332 2.632
H 3.277 -0.876 0.296
H 4.459 -0.829 -0.999
H 4.492 -2.811 1.332
H 5.573 -1.421 1.130
H 5.645 -2.791 0.005
C 2.486 1.178 -1.507
C 1.693 0.735 -0.451
C 1.440 1.560 0.629
C 1.990 2.836 0.666
C 2.800 3.273 -0.378
C 3.039 2.445 -1.470
C 3.440 4.627 -0.342
O 4.138 5.001 -1.257
C 3.190 5.479 0.853
C 3.813 6.718 0.937
C 3.585 7.532 2.034
C 2.728 7.117 3.047
C 2.107 5.882 2.972
C 2.341 5.055 1.880
C 1.687 3.720 1.836
O 0.935 3.344 2.708
H 2.674 0.533 -2.357
H 1.267 -0.262 -0.476
H 0.821 1.232 1.455
H 3.661 2.806 -2.278
H 4.474 7.031 0.142
H 4.074 8.494 2.100
H 2.548 7.759 3.899
H 1.442 5.546 3.755
O 0.580 -2.068 4.278
H 0.927 -2.961 4.436
Be -1.932 -4.441 1.885
Br -7.936 -3.482 -1.413

---

Entry 4:
Here is one molecule with the formula C15H11NO6 in a non-equilibrium geometry from the Open Molecules 2025 dataset. Energies are from ωB97M-V/def2-TZVPD.

SMILES: O=C1COc2ccc(C(=O)COC(=O)c3ccco3)cc2N1
Gap between HOMO and LUMO (eV): 8.45
Net charge: 0
LUMO (eV): 0.106
HOMO energy (eV): -8.34

CARTESIAN COORDINATES (ANGSTROEM)
O -6.055 -2.117 -0.013
C -5.171 -1.210 -0.176
N -3.848 -1.239 0.099
C -3.048 -0.299 0.091
C -1.723 -0.650 0.148
C -0.929 0.527 0.402
C -1.482 1.778 0.395
C -2.762 2.137 -0.086
C -3.663 1.058 -0.130
O -4.896 1.216 -0.209
C -5.775 0.383 -0.658
H -5.773 0.247 -1.880
H -6.726 0.211 -0.498
H -3.127 3.197 -0.023
H -0.717 2.721 0.150
C 0.514 0.447 0.659
O 1.352 1.265 0.730
C 1.114 -0.999 0.603
H 0.931 -1.388 1.343
O 2.532 -0.858 0.700
C 3.115 -0.458 -0.624
O 2.460 -0.147 -1.414
C 4.595 -0.173 -0.296
C 5.481 0.207 -1.077
C 6.769 0.315 -0.804
C 6.571 -0.280 0.687
O 5.198 -0.749 0.830
H 7.151 -0.306 1.520
H 7.651 0.392 -0.833
H 5.391 0.410 -2.191
H 0.841 -1.344 -0.445
H -1.424 -1.509 0.295
H -3.644 -2.207 0.416

---

Entry 5:
Here is a 12-piece molecular cluster, C54H126N6O6 overall in a non-equilibrium geometry from the Open Molecules 2025 dataset. Energies are from ωB97M-V/def2-TZVPD.

Gap between HOMO and LUMO (spin up / spin down) (eV): 7.69 / 3.14
Net charge: +1
Relative energy (zero: lowest compared OMol25 entry of this formula, charge and spin) (eV): 0.0000
2S+1: 2
LUMO (spin up / spin down) (eV): -2.250 / -6.794
HOMO energy (spin up / spin down) (eV): -9.94 / -9.94

CARTESIAN COORDINATES (ANGSTROEM)
C -4.237 3.188 -5.330
C -3.689 3.389 -3.900
N -2.966 4.694 -3.793
C -2.183 4.683 -2.541
C -1.050 3.708 -2.503
C -3.939 5.771 -3.880
C -3.242 7.098 -4.215
H -5.202 3.688 -5.400
H -4.405 2.141 -5.582
H -3.542 3.559 -6.083
H -4.442 3.305 -3.117
H -2.934 2.603 -3.924
H -1.782 5.689 -2.413
H -2.893 4.553 -1.724
H -0.438 3.808 -3.399
H -0.518 3.809 -1.558
H -1.267 2.643 -2.587
H -4.477 5.866 -2.937
H -4.626 5.563 -4.701
H -3.956 7.905 -4.382
H -2.559 7.065 -5.063
H -2.663 7.328 -3.320
C 2.547 3.408 -0.690
C 3.025 2.999 -2.117
N 3.565 1.672 -2.120
C 4.652 1.419 -1.186
C 5.880 2.282 -1.273
C 3.957 1.295 -3.498
C 2.765 0.803 -4.312
H 1.931 4.306 -0.731
H 3.332 3.657 0.023
H 1.914 2.589 -0.346
H 2.169 3.077 -2.786
H 3.721 3.773 -2.440
H 4.261 1.426 -0.168
H 4.822 0.357 -1.364
H 6.465 2.261 -0.353
H 6.527 1.956 -2.088
H 5.617 3.336 -1.364
H 4.769 0.569 -3.535
H 4.362 2.177 -3.994
H 2.020 1.591 -4.421
H 2.269 -0.034 -3.820
H 3.014 0.497 -5.329
C -6.156 5.123 1.279
C -4.821 4.820 0.539
N -4.165 3.628 1.039
C -3.621 3.739 2.456
C -2.630 2.616 2.865
C -4.866 2.352 0.881
C -5.469 2.217 -0.484
H -6.895 4.329 1.181
H -6.557 5.977 0.733
H -5.940 5.321 2.329
H -4.924 4.772 -0.545
H -4.111 5.625 0.729
H -3.067 4.673 2.546
H -4.504 3.679 3.093
H -2.323 2.838 3.887
H -3.029 1.605 2.940
H -1.739 2.625 2.238
H -5.637 2.246 1.644
H -4.168 1.525 1.015
H -4.765 2.271 -1.314
H -6.326 2.866 -0.668
H -5.854 1.203 -0.586
C -0.815 1.312 -5.758
C -0.865 0.065 -4.839
N -2.213 -0.430 -4.626
C -2.997 -0.620 -5.903
C -2.387 -1.662 -6.819
C -2.250 -1.584 -3.692
C -3.682 -1.781 -3.100
H -0.752 1.007 -6.802
H 0.048 1.975 -5.709
H -1.719 1.914 -5.660
H -0.260 -0.749 -5.237
H -0.383 0.307 -3.891
H -3.161 0.322 -6.426
H -4.041 -0.839 -5.677
H -2.336 -2.663 -6.389
H -1.404 -1.411 -7.216
H -3.025 -1.818 -7.689
H -1.830 -2.520 -4.059
H -1.627 -1.316 -2.839
H -4.060 -0.804 -2.796
H -4.421 -2.140 -3.816
H -3.659 -2.430 -2.224
C 4.546 1.402 2.745
C 4.141 2.214 3.992
N 4.767 1.616 5.213
C 4.828 2.513 6.404
C 3.516 3.019 7.014
C 4.052 0.367 5.629
C 4.713 -0.360 6.832
H 4.068 0.432 2.876
H 5.603 1.178 2.600
H 4.124 1.959 1.909
H 4.482 3.245 3.897
H 3.055 2.234 4.084
H 5.385 2.041 7.213
H 5.403 3.382 6.084
H 3.594 3.689 7.870
H 2.970 3.605 6.274
H 2.762 2.263 7.237
H 4.011 -0.286 4.757
H 2.991 0.562 5.786
H 4.466 -1.416 6.935
H 4.514 0.057 7.819
H 5.768 -0.211 6.598
C -1.769 0.113 -0.545
C -0.261 -0.155 -0.692
N 0.302 -0.991 0.364
C 1.765 -0.832 0.260
C 2.501 -1.543 1.417
C -0.144 -2.369 0.502
C 0.092 -3.257 -0.782
H -1.973 0.644 0.385
H -2.350 -0.798 -0.688
H -2.098 0.815 -1.312
H -0.020 -0.610 -1.653
H 0.185 0.839 -0.724
H 2.107 -1.168 -0.718
H 2.054 0.218 0.307
H 2.009 -1.397 2.379
H 2.544 -2.626 1.306
H 3.523 -1.179 1.519
H -1.188 -2.405 0.813
H 0.338 -2.871 1.341
H 1.099 -3.125 -1.176
H -0.600 -3.126 -1.614
H 0.079 -4.312 -0.509
C 0.253 -3.878 6.516
C 1.202 -3.433 5.453
O 1.071 -3.865 4.292
C 2.340 -2.467 5.822
H -0.300 -4.758 6.188
H -0.496 -3.106 6.695
H 0.838 -4.162 7.391
H 2.880 -2.737 6.729
H 1.868 -1.500 5.999
H 3.029 -2.305 4.993
C -0.547 -0.528 3.761
C 0.101 0.831 3.851
O 0.095 1.435 4.931
C 0.785 1.449 2.695
H -1.606 -0.269 3.774
H -0.201 -1.118 4.609
H -0.240 -1.075 2.870
H 1.016 2.466 3.015
H 0.185 1.406 1.787
H 1.707 0.886 2.550
C 2.325 -5.736 1.282
C 3.479 -5.830 2.305
O 3.731 -6.867 2.924
C 4.313 -4.589 2.529
H 2.493 -5.291 0.301
H 1.508 -5.251 1.815
H 2.042 -6.772 1.098
H 5.280 -4.774 2.997
H 3.714 -3.987 3.212
H 4.531 -3.968 1.660
C 6.142 -3.739 -3.521
C 5.010 -3.857 -2.523
O 5.143 -4.375 -1.412
C 3.624 -3.248 -2.873
H 5.822 -4.136 -4.485
H 6.951 -4.345 -3.113
H 6.500 -2.719 -3.657
H 2.868 -3.420 -2.107
H 3.344 -3.866 -3.727
H 3.729 -2.183 -3.079
C -3.678 -4.101 2.891
C -4.031 -3.085 1.855
O -4.407 -3.357 0.709
C -3.795 -1.675 2.306
H -3.546 -5.094 2.462
H -4.480 -4.052 3.627
H -2.758 -3.753 3.359
H -4.161 -1.673 3.333
H -4.255 -0.944 1.642
H -2.734 -1.431 2.346
C -2.698 -7.922 -1.312
C -2.441 -6.453 -0.994
O -1.737 -6.209 -0.052
C -3.008 -5.372 -1.879
H -2.064 -8.572 -0.709
H -2.677 -8.228 -2.358
H -3.675 -8.242 -0.949
H -2.687 -4.424 -1.448
H -4.091 -5.315 -1.764
H -2.723 -5.449 -2.929

---

Entry 6:
Here is a 18-piece molecular cluster, BH38O17 overall in a non-equilibrium geometry from the Open Molecules 2025 dataset. Energies are from ωB97M-V/def2-TZVPD.

Gap between HOMO and LUMO (eV): 9.02
Net charge: -1
Relative energy (zero: lowest compared OMol25 entry of this formula, charge and spin) (eV): 0.5476
LUMO (eV): 2.040
HOMO energy (eV): -6.98

CARTESIAN COORDINATES (ANGSTROEM)
B 0.220 -0.161 0.148
H 1.394 0.222 0.116
H -0.474 0.517 -0.603
H 0.192 -1.338 -0.189
H -0.283 0.007 1.295
O 2.489 -0.785 -2.745
H 2.621 -1.733 -2.704
H 1.948 -0.571 -2.001
O 0.845 1.930 -2.777
H 0.035 2.052 -3.278
H 1.396 2.623 -3.087
O -2.327 -3.017 0.113
H -2.964 -3.570 -0.348
H -1.469 -3.221 -0.280
O 1.808 -2.312 2.291
H 2.340 -2.728 1.569
H 1.231 -1.740 1.807
O 1.164 3.157 -0.307
H 0.834 3.943 -0.707
H 0.790 2.417 -0.823
O -2.836 1.346 -2.595
H -2.310 2.066 -2.311
H -2.424 1.144 -3.429
O -1.063 -2.180 3.039
H -0.616 -1.613 2.337
H -0.531 -1.919 3.829
O 3.536 2.366 -0.673
H 3.601 1.649 -0.105
H 2.633 2.653 -0.570
O 4.223 -0.866 -0.732
H 3.424 -0.888 -1.326
H 4.768 -0.310 -1.276
O 2.036 2.046 2.621
H 1.133 1.770 2.273
H 2.174 3.029 2.650
O -0.562 -0.668 -3.279
H 0.110 -0.109 -2.919
H -1.246 -0.872 -2.667
O -3.068 1.294 0.471
H -2.289 1.263 -0.086
H -3.116 0.400 0.814
O -0.065 0.959 4.277
H -0.537 1.456 3.540
H -0.852 0.526 4.714
O 0.646 -4.083 -1.287
H 1.392 -3.571 -0.874
H 1.042 -4.968 -1.448
O -3.367 -0.868 1.887
H -3.472 -0.235 2.616
H -2.652 -1.462 2.138
O -0.940 2.730 1.937
H -1.373 1.900 1.806
H -0.217 2.678 1.325
O -3.087 -0.981 -1.648
H -3.012 -1.271 -0.735
H -2.860 -0.084 -1.778

---

Entry 7:
Here is an isolated ion of composition C4H10ClN2 and charge +1 in a non-equilibrium geometry from the Open Molecules 2025 dataset. Energies are from ωB97M-V/def2-TZVPD.

Gap between HOMO and LUMO (spin up / spin down) (eV): 7.34 / 7.06
Net charge: +1
Relative energy (zero: lowest compared OMol25 entry of this formula, charge and spin) (eV): 0.0178
2S+1: 3
LUMO (spin up / spin down) (eV): -2.998 / -7.560
HOMO energy (spin up / spin down) (eV): -10.34 / -14.62

CARTESIAN COORDINATES (ANGSTROEM)
C -0.708 -0.004 0.133
C 1.693 -0.396 0.136
C 0.249 -1.772 1.502
C -1.387 1.753 -1.564
N 0.352 -0.738 0.590
N -0.417 1.072 -0.641
Cl -2.361 -0.545 0.312
H 1.906 0.458 0.763
H 2.344 -1.109 0.439
H 1.790 0.031 -0.832
H -0.704 -1.823 1.915
H 0.367 -2.640 0.964
H 1.080 -1.823 2.151
H -0.887 1.855 -2.478
H -1.435 2.790 -1.088
H -2.297 1.261 -1.729
H 0.415 1.632 -0.573

---

Entry 8:
Here is CH14FO6Zr as an isolated structure in a non-equilibrium geometry from the Open Molecules 2025 dataset. Energies are from ωB97M-V/def2-TZVPD.

Gap between HOMO and LUMO (eV): 2.69
Net charge: +3
Relative energy (zero: lowest compared OMol25 entry of this formula, charge and spin) (eV): 0.7982
LUMO (eV): -17.130
HOMO energy (eV): -19.82

CARTESIAN COORDINATES (ANGSTROEM)
Zr 5.968 10.190 -17.729
F 4.433 8.731 -17.965
C 0.575 8.308 -18.453
O 1.596 7.392 -18.078
H -0.321 7.724 -18.680
H 0.384 8.933 -17.556
H 0.852 8.892 -19.336
H 2.449 7.811 -18.286
O 6.152 9.169 -19.897
H 6.713 8.837 -20.639
H 5.266 9.312 -20.293
O 5.681 9.337 -15.489
H 5.387 9.855 -14.712
H 5.798 8.407 -15.166
O 4.838 5.947 -19.078
H 4.622 6.829 -18.762
H 3.997 5.503 -19.269
O 4.188 11.201 -16.712
H 3.441 10.797 -16.216
H 4.046 12.177 -16.662
O 4.321 6.490 -15.659
H 4.394 6.774 -16.576
H 4.837 5.665 -15.614

---

Entry 9:
Here is C15H14N3O2PdS as an isolated structure from the Open Molecules 2025 dataset. Energies are from ωB97M-V/def2-TZVPD.

Gap between HOMO and LUMO (eV): 8.20
Net charge: +1
Relative energy (zero: lowest compared OMol25 entry of this formula, charge and spin) (eV): 0.8627
LUMO (eV): -3.295
HOMO energy (eV): -11.49

CARTESIAN COORDINATES (ANGSTROEM)
Pd -0.687 -0.499 -0.617
C -4.990 -0.158 2.493
O -4.385 -0.721 1.318
C -3.265 -0.235 0.827
O -2.786 -0.779 -0.171
N -2.718 0.838 1.449
N -1.560 1.398 0.908
H -5.848 -0.786 2.702
H -5.331 0.861 2.304
H -4.301 -0.194 3.338
H -3.219 1.336 2.164
H -0.898 1.601 1.644
H -1.763 2.245 0.390
S 3.700 0.117 -0.892
C 3.014 1.072 -2.175
C 3.656 1.930 -3.064
C 2.883 2.589 -3.997
C 1.496 2.398 -4.058
C 0.860 1.546 -3.181
C 1.632 0.886 -2.228
N 1.172 0.003 -1.255
C 2.134 -0.456 -0.503
C 1.735 -1.360 0.549
C 2.568 -1.960 1.486
C 2.018 -2.800 2.442
C 0.650 -3.046 2.449
C -0.192 -2.445 1.512
C 0.362 -1.604 0.576
H 4.727 2.076 -3.026
H 3.357 3.265 -4.695
H 0.923 2.923 -4.809
H -0.208 1.373 -3.228
H 3.636 -1.774 1.466
H 2.654 -3.266 3.181
H 0.227 -3.713 3.189
H -1.253 -2.662 1.513

---

Entry 10:
Here is a 2-piece molecular cluster, C4H5N3O2S overall in a non-equilibrium geometry from the Open Molecules 2025 dataset. Energies are from ωB97M-V/def2-TZVPD.

SMILES: O=c1nc(O)cc[nH]1.N=S
Gap between HOMO and LUMO (spin up / spin down) (eV): 7.38 / 7.38
Net charge: 0
Relative energy (zero: lowest compared OMol25 entry of this formula, charge and spin) (eV): 1.6274
LUMO (spin up / spin down) (eV): -0.753 / -0.725
HOMO energy (spin up / spin down) (eV): -8.13 / -8.10

CARTESIAN COORDINATES (ANGSTROEM)
C -0.069 1.660 -0.784
C 1.187 1.250 -0.999
C -1.086 0.709 -0.521
C 0.407 -1.069 -0.752
N 1.431 -0.088 -0.921
N -0.801 -0.511 -0.425
N -0.030 -1.675 3.362
O -2.294 1.118 -0.326
O 0.677 -2.269 -0.827
S -1.255 -1.485 2.469
H -0.536 2.711 -0.768
H 2.034 1.934 -1.146
H 2.343 -0.370 -1.017
H 0.789 -2.122 2.928
H -2.798 0.207 -0.273

---

Entry 11:
Here is a 2-piece molecular cluster, CH3BrClN overall in a non-equilibrium geometry from the Open Molecules 2025 dataset. Energies are from ωB97M-V/def2-TZVPD.

Gap between HOMO and LUMO (spin up / spin down) (eV): 8.12 / 8.08
Net charge: 0
Relative energy (zero: lowest compared OMol25 entry of this formula, charge and spin) (eV): 3.7563
LUMO (spin up / spin down) (eV): -0.135 / -0.140
HOMO energy (spin up / spin down) (eV): -8.25 / -8.22

CARTESIAN COORDINATES (ANGSTROEM)
C -0.208 0.717 -0.996
N 0.660 -0.280 -0.560
Cl -1.501 0.356 -2.106
Br 0.546 2.410 -1.221
H -1.108 1.296 0.626
H 0.453 -1.254 -0.677
H 1.032 0.190 0.251